Molecular formula: C15H30N2O4
Method: DFT, ωB97M-V with the def2-TZVPD basis set

Geometry as XYZ:
```
51
Properties=species:S:1:pos:R:3:forces:R:3:mulliken_charge:R:1
C 4.68505 4.31026 0.54498 -0.092 -0.546 -0.279 -0.973
N 3.41456 3.69708 0.16368 -0.656 0.807 0.317 0.002
C 3.26831 2.40663 -0.16001 0.887 -0.424 0.543 -0.064
O 4.21348 1.62413 -0.14424 -0.408 0.017 -0.236 -0.690
C 1.87401 1.85676 -0.49868 -0.319 0.097 -0.311 0.657
N 0.71167 2.50336 0.16545 0.583 -0.899 0.119 0.064
C 0.30005 3.76422 0.04046 -0.634 0.463 0.148 1.048
C -0.89120 4.17308 0.87239 0.104 0.009 -0.038 -1.465
O 0.83494 4.57144 -0.70658 0.239 0.491 -0.389 -0.733
C 1.71263 1.74343 -2.02721 -0.753 0.345 -0.409 -0.112
C 0.35914 1.18025 -2.46285 0.321 -0.233 0.320 -0.948
O 1.87921 2.98715 -2.66161 0.519 0.183 -0.253 -0.657
H 5.19930 3.67739 1.27178 -0.049 0.060 -0.111 0.314
H 4.51109 5.29399 0.98243 -0.135 -0.144 -0.088 0.357
H 5.31896 4.41316 -0.33779 0.106 0.042 0.111 0.299
H 2.60867 4.29880 0.04246 0.285 -0.038 -0.136 0.155
H 1.89782 0.83162 -0.13799 -0.039 0.024 0.241 -0.258
H 0.18793 1.92687 0.80414 0.099 -0.036 -0.019 0.240
H -1.74645 3.55184 0.61249 -0.100 -0.039 0.129 0.349
H -0.65389 4.05841 1.92873 -0.139 -0.049 0.090 0.342
H -1.12570 5.21671 0.66419 0.063 -0.165 0.006 0.394
H 2.48849 1.07385 -2.40067 0.209 0.103 0.159 0.574
H 0.20143 0.20578 -2.00618 -0.226 -0.167 0.028 0.052
H -0.44842 1.85570 -2.18082 -0.043 -0.018 0.017 0.232
H 0.35573 1.06454 -3.54729 0.016 0.055 0.092 0.370
H 1.40926 3.65997 -2.14173 0.152 0.067 -0.070 0.447
C 1.69332 -2.03076 0.66689 -0.139 0.160 -0.173 -1.414
C 0.24971 -1.56832 0.45027 0.139 -0.354 0.386 0.744
C -0.75302 -2.38651 1.27822 0.098 -0.153 -0.192 -0.671
C -1.01370 -3.79195 0.70457 -0.046 0.415 -0.115 -0.750
C -1.93977 -3.77771 -0.52815 -0.078 -0.450 0.289 -0.704
C -3.38484 -4.19215 -0.20511 0.020 0.360 -0.236 -0.637
C -4.06876 -3.24859 0.80061 -0.204 -0.681 0.178 -0.282
C -5.52367 -3.62971 1.07361 -0.409 -0.327 -2.249 -0.155
O -6.27540 -4.00712 0.18372 0.959 0.433 1.227 -0.485
H 2.38190 -1.40137 0.09570 0.069 -0.139 0.091 0.398
H 1.82848 -3.06378 0.33565 0.048 0.098 0.069 0.400
H 1.96229 -1.96444 1.72574 0.018 -0.029 -0.124 0.267
H 0.17093 -0.51927 0.74896 -0.047 0.066 -0.087 -0.291
H 0.00270 -1.63131 -0.61278 -0.070 0.071 0.024 -0.104
H -0.37327 -2.48384 2.30044 0.000 0.104 -0.014 0.447
H -1.69574 -1.83586 1.33683 -0.032 -0.075 0.042 0.299
H -0.06291 -4.25704 0.43033 -0.010 0.053 0.129 0.332
H -1.45184 -4.42282 1.48437 0.022 -0.030 -0.066 0.437
H -1.94164 -2.79043 -1.00015 0.041 -0.007 0.009 0.332
H -1.54288 -4.48464 -1.26396 -0.139 0.136 -0.047 0.265
H -3.95650 -4.20435 -1.13979 -0.052 -0.057 0.236 0.356
H -3.38718 -5.21187 0.19512 -0.031 0.076 -0.042 0.357
H -4.04165 -2.22323 0.42056 -0.096 0.055 0.069 0.261
H -3.53485 -3.27356 1.75349 0.021 0.170 0.005 0.214
H -5.90777 -3.54580 2.08532 -0.069 0.098 0.612 0.387
```
Forces are in eV/Å.

The LUMO energy comes out at 0.2 eV. The strongest force on any atom is 2.3 eV Å⁻¹. The value obtained for the calculated total energy is -27212.6546 eV. The HOMO-LUMO gap comes out at 9.65 eV. The SMILES is CNC(=O)[C@@H](NC(C)=O)[C@@H](C)O.CCCCCCCC=O. Its energy above the lowest of the compared OMol25 structures with the same formula, charge and spin is 19.7 kcal/mol. As for the charge: 0. The calculation puts the HOMO energy at -9.42 eV.


Molecular formula: C34H90O19
Method: DFT, ωB97M-V with the def2-TZVPD basis set

Geometry as XYZ:
```
143
Properties=species:S:1:pos:R:3:forces:R:3:mulliken_charge:R:1
C -0.89155 -0.93522 -0.02023 0.668 -0.990 1.292 -0.816
O -0.75912 0.01338 -1.02386 0.603 -0.075 0.020 -0.290
C -1.93873 0.76367 -1.14727 0.300 -0.380 -0.903 -0.464
C -1.77964 1.86408 -2.17968 0.022 0.080 -0.327 -0.444
O -1.81576 1.41941 -3.55012 -0.476 0.377 -0.016 -0.307
C -1.91337 2.53751 -4.48603 0.453 -0.336 1.663 -0.637
H -1.36218 -0.63020 0.91441 -0.371 0.974 0.000 0.316
H 0.09225 -1.23261 0.34282 0.220 -0.127 -0.497 0.282
H -1.45250 -1.84121 -0.24960 -0.053 -0.113 -0.788 0.299
H -2.10244 1.19006 -0.15758 -0.655 0.336 -0.045 0.342
H -2.69907 0.04278 -1.44780 -0.693 0.316 0.123 0.316
H -0.84877 2.38009 -1.94450 0.397 0.041 -0.243 0.240
H -2.55444 2.60361 -1.97750 -0.404 0.063 -0.225 0.380
H -1.98999 2.24710 -5.53384 0.120 -0.576 0.342 0.243
H -1.01038 3.12336 -4.31431 0.027 0.344 -0.389 0.253
H -2.77935 3.14916 -4.23295 -0.136 0.078 0.002 0.288
C -3.07755 -5.02644 -4.20803 0.034 0.136 -1.342 -0.765
O -3.21943 -6.42453 -4.38307 -0.086 0.501 0.662 -0.289
C -2.83432 -7.15448 -3.24998 0.148 0.749 0.137 -0.375
C -2.96740 -8.59129 -3.50193 0.434 -1.888 -1.663 -0.511
O -2.60455 -8.85777 -4.86341 0.226 -0.940 0.417 -0.287
C -2.77471 -10.24164 -5.18399 -0.007 0.678 0.100 -0.738
H -3.02614 -4.66166 -5.23389 -0.253 0.303 0.008 0.258
H -2.14027 -4.68485 -3.76880 0.164 -0.453 0.453 0.328
H -3.91756 -4.54078 -3.71142 -0.122 -0.208 0.252 0.280
H -3.46502 -6.95274 -2.38417 0.056 0.497 0.314 0.298
H -1.78675 -6.95993 -3.02011 0.139 0.378 0.168 0.305
H -3.96574 -8.99381 -3.33040 -0.266 0.085 0.117 0.347
H -2.24368 -9.13712 -2.89663 -0.177 -0.099 0.567 0.303
H -2.24559 -10.98012 -4.58167 0.604 0.372 0.576 0.300
H -2.38558 -10.36831 -6.19426 -0.584 -0.004 -0.091 0.238
H -3.81985 -10.50196 -5.01658 -0.305 -0.099 -0.670 0.309
C 2.88240 0.88720 6.89911 -0.789 0.712 0.096 -0.632
O 2.40460 0.61780 5.59484 0.697 -0.061 -1.089 -0.347
C 2.10144 1.73107 4.72927 -1.086 -0.079 1.412 -0.515
C 0.73356 2.27674 5.15747 -0.436 -0.094 -0.544 -0.495
O 0.74731 3.13850 6.26453 0.460 0.536 0.205 -0.330
C -0.52275 3.65396 6.58931 -0.193 0.319 0.302 -0.737
H 2.12537 1.42592 7.46905 -0.059 0.301 0.037 0.240
H 3.78043 1.50470 6.88121 0.258 -0.172 0.048 0.291
H 3.00939 -0.04355 7.45198 0.373 -0.151 -0.489 0.244
H 2.03331 1.38929 3.69649 -0.188 -0.567 0.198 0.328
H 2.83125 2.53787 4.66156 0.425 -0.002 0.698 0.328
H 0.08140 1.44369 5.41988 -0.001 -0.449 -0.265 0.294
H 0.26471 2.79768 4.32267 -0.055 0.153 -0.360 0.479
H -1.18432 2.93949 7.07918 0.190 -0.395 0.233 0.301
H -1.11571 4.01954 5.75095 0.336 0.060 -0.559 0.306
H -0.36980 4.50427 7.25391 0.059 -0.131 0.074 0.246
C 11.03525 -3.81925 -2.07748 1.139 -0.245 -0.871 -0.767
O 9.90250 -3.41538 -1.41818 -0.835 0.454 0.289 -0.273
C 9.21710 -4.46489 -0.76124 -0.450 0.952 -0.478 -0.495
C 7.88569 -3.90236 -0.27566 -0.625 -0.669 0.364 -0.580
O 8.05012 -2.84987 0.61515 0.506 0.272 1.050 -0.293
C 6.90892 -2.42980 1.35667 0.536 -0.286 -0.523 -0.705
H 10.83724 -4.45970 -2.93697 -0.327 -0.439 -0.078 0.302
H 11.74573 -4.33934 -1.43498 0.106 -0.139 0.267 0.302
H 11.55912 -2.97242 -2.52080 -0.167 0.322 0.340 0.261
H 9.87617 -4.87230 0.00540 -0.257 -0.072 0.420 0.346
H 8.97007 -5.25430 -1.47111 0.060 -0.300 -0.168 0.341
H 7.28149 -4.69184 0.17131 0.255 -0.578 0.509 0.399
H 7.21472 -3.62444 -1.08846 0.379 0.446 -0.703 0.340
H 7.26792 -1.63107 2.00570 -0.316 0.416 -0.521 0.244
H 6.47752 -3.14087 2.06120 0.237 -0.785 -0.150 0.279
H 6.13070 -2.19330 0.63102 -0.245 0.655 0.252 0.299
C -2.49651 -4.15083 6.51496 0.218 0.403 1.284 -0.620
O -2.27035 -2.82349 6.95543 -0.421 1.042 -0.579 -0.337
C -1.32781 -2.60687 7.98807 -0.166 -0.135 0.183 -0.510
C -1.70620 -3.26820 9.32243 0.216 0.222 -0.934 -0.474
O -2.87552 -2.65148 9.82020 0.045 -0.289 0.781 -0.286
C -3.10047 -2.94912 11.21628 -0.222 0.166 -1.220 -0.720
H -3.27040 -4.19122 5.74844 0.180 0.427 -0.002 0.239
H -2.88004 -4.65742 7.40060 0.026 -0.833 -0.297 0.246
H -1.56709 -4.58521 6.14672 0.035 -0.317 -0.038 0.260
H -1.23825 -1.53373 8.15681 -0.420 0.109 -0.209 0.270
H -0.34135 -2.89906 7.62807 0.294 -0.519 0.238 0.354
H -0.88635 -3.20199 10.03766 0.226 0.263 0.084 0.419
H -1.81024 -4.32892 9.09410 -0.458 -0.354 0.415 0.320
H -2.19989 -2.70927 11.78153 -0.027 -0.147 0.225 0.315
H -3.41068 -3.98844 11.32442 0.306 -0.220 0.172 0.288
H -3.94309 -2.34769 11.55742 0.182 0.186 -0.119 0.236
C 2.23079 7.69517 -1.96978 0.151 0.871 0.797 -0.802
O 1.92019 6.38000 -1.57327 1.549 -0.700 -0.083 -0.318
C 3.09271 5.65967 -1.09364 -0.498 0.061 0.298 -0.489
C 4.24538 5.47628 -2.05535 -1.635 -0.264 -1.568 -0.511
O 3.81126 4.76118 -3.24744 0.770 -1.656 1.451 -0.324
C 3.74873 3.30640 -3.00093 -0.590 0.584 -1.081 -0.711
H 1.32211 8.29716 -1.96789 -0.137 -0.305 -0.314 0.268
H 2.79105 7.86142 -2.88987 -0.311 -0.649 -0.488 0.279
H 2.86647 8.17824 -1.22771 0.176 0.024 0.479 0.361
H 2.74352 4.69873 -0.71582 -0.248 0.000 -0.212 0.357
H 3.54817 6.16045 -0.23932 -0.250 0.459 0.367 0.370
H 5.07310 4.93927 -1.59211 0.090 0.203 0.185 0.379
H 4.52372 6.47459 -2.39301 0.466 -0.167 -0.134 0.302
H 2.79439 2.93217 -2.63042 -0.359 0.634 0.313 0.235
H 4.49476 2.84968 -2.35058 0.498 0.676 0.078 0.328
H 3.81949 2.82332 -3.97547 0.300 0.213 -0.097 0.275
C 0.01799 8.37824 -7.18669 0.951 0.399 0.790 -0.756
O -0.69441 9.34817 -6.43642 -0.461 -0.363 0.241 -0.260
C -1.84525 9.91236 -7.01561 0.278 0.647 -0.523 -0.514
C -2.26759 11.19469 -6.27150 1.586 -0.848 -0.835 -0.609
O -2.56952 10.94008 -4.93955 -0.554 1.701 -0.019 -0.346
C -3.70674 10.13835 -4.84946 0.570 -1.555 0.842 -0.709
H 0.85067 8.19604 -6.50733 0.201 -0.365 -0.281 0.245
H 0.44496 8.75760 -8.11507 -0.193 0.380 -0.200 0.304
H -0.43083 7.41118 -7.41352 -0.776 0.126 0.244 0.297
H -2.68303 9.21674 -7.06401 0.056 -0.276 -0.194 0.362
H -1.55394 10.23267 -8.01593 -0.396 -0.006 -0.473 0.413
H -3.05757 11.67124 -6.85196 -0.490 -0.007 0.156 0.381
H -1.40575 11.85967 -6.32733 0.015 0.122 0.368 0.357
H -4.55653 10.33440 -5.50332 0.101 0.611 -0.192 0.315
H -4.02278 10.12715 -3.80635 -0.093 0.056 -0.098 0.250
H -3.30481 9.15705 -5.10165 -0.795 -0.631 0.179 0.271
C -0.52759 -8.54442 2.63318 -0.010 0.736 -0.115 -0.670
O 0.19770 -7.30336 2.41144 -0.678 -1.011 0.202 -0.309
C 1.60592 -7.34490 2.52912 -0.757 -0.011 -0.949 -0.578
C 2.15657 -7.16443 3.89170 -0.170 0.133 1.029 -0.334
O 1.52519 -7.98109 4.86265 0.363 -0.793 -0.088 -0.277
C 2.11503 -7.86805 6.16145 -0.550 0.619 -0.707 -0.681
H -0.64192 -8.80331 3.68580 0.475 0.070 0.067 0.244
H -0.12744 -9.38628 2.06815 0.460 0.027 0.048 0.304
H -1.54281 -8.41135 2.25939 0.076 0.398 -0.147 0.245
H 1.94543 -6.45557 1.99816 0.113 -0.026 -0.315 0.278
H 2.03789 -8.20287 2.01395 -0.161 -0.381 0.029 0.373
H 2.04247 -6.10889 4.13852 -0.062 0.207 0.440 0.300
H 3.22405 -7.36172 3.79334 0.359 -0.123 0.345 0.322
H 1.67992 -6.96326 6.58589 0.546 0.329 0.362 0.252
H 3.19884 -7.82910 6.05217 0.085 0.146 0.329 0.294
H 1.83346 -8.67433 6.83876 -0.100 -0.307 -0.526 0.236
C -7.53113 6.81090 -8.05873 -0.049 1.374 0.915 -0.449
O -7.48562 8.19002 -8.49041 0.329 -0.576 -0.669 -0.514
H -6.90797 6.17511 -8.68765 -0.329 0.303 -0.278 0.216
H -7.09381 6.80489 -7.06032 0.006 -0.444 0.186 0.220
H -8.56916 6.48834 -7.97788 0.103 -0.391 -0.272 0.233
H -8.11080 8.72235 -7.99307 -0.052 -0.262 0.125 0.293
C -6.42710 3.78487 2.98438 -0.264 0.752 -0.992 -0.433
O -6.43774 3.56831 4.33527 0.290 -0.838 2.278 -0.502
H -6.93015 2.99901 2.42094 -0.117 -0.077 -0.152 0.214
H -6.93052 4.74181 2.84674 0.134 0.133 -0.938 0.234
H -5.38796 3.83681 2.65944 -0.071 0.110 -0.096 0.178
H -7.27975 3.82684 4.71709 0.034 -0.077 -0.102 0.309
O -3.79753 -0.91296 -10.48194 -0.184 0.139 0.008 -0.638
H -2.90088 -0.67950 -10.24165 0.215 0.096 0.080 0.318
H -3.73275 -1.81084 -10.80730 -0.031 -0.234 -0.085 0.320
```
Forces are in eV/Å.

The LUMO energy comes out at 0.3 eV. The strongest force on any atom is 2.6 eV Å⁻¹. The value obtained for the calculated total energy is -75605.3892 eV. The HOMO-LUMO gap comes out at 9.69 eV. The SMILES is COCCOC.COCCOC.COCCOC.COCCOC.COCCOC.COCCOC.COCCOC.COCCOC.CO.CO.O. As for the charge: 0. The calculation puts the HOMO energy at -9.44 eV.


Molecular formula: C3H6FNO2
Method: DFT, ωB97M-V with the def2-TZVPD basis set

Geometry as XYZ:
```
13
Properties=species:S:1:pos:R:3:forces:R:3:mulliken_charge:R:1
O 1.77576 1.12486 -0.45795 1.174 -0.253 -0.863 -0.387
C 2.55823 0.83263 -1.28507 -2.434 0.683 1.994 0.722
O 3.26628 0.52661 -2.12511 1.305 -0.407 -1.154 -0.340
C -0.13183 -1.35833 1.61028 -0.916 0.716 0.111 -0.838
C -0.83645 -1.14300 0.52107 0.895 1.101 -1.730 0.186
N -1.13374 0.31196 0.23976 1.017 -2.526 0.760 -0.490
H 0.32056 -2.23639 1.95463 0.402 -1.241 0.117 0.287
H -0.11824 -0.50286 2.24250 0.559 0.377 0.906 0.159
H -0.87917 -1.92614 -0.29499 -0.497 1.379 0.819 0.283
H -1.08550 0.76445 1.15541 0.140 0.079 -0.450 0.161
H -2.06521 0.41093 -0.05238 -1.593 0.163 -0.680 0.276
F -1.05131 1.83683 -2.09962 0.343 -0.137 0.118 -0.451
H -0.61938 1.35844 -1.40854 -0.393 0.065 0.052 0.431
```
Forces are in eV/Å.

The LUMO energy comes out at 0.6 eV. The strongest force on any atom is 3.2 eV Å⁻¹. The value obtained for the calculated total energy is -11510.7194 eV. The HOMO-LUMO gap comes out at 10.07 eV. The SMILES is O=C=O.C=CN.F. Its energy above the lowest of the compared OMol25 structures with the same formula, charge and spin is 13.2 kcal/mol. As for the charge: 0. The calculation puts the HOMO energy at -9.52 eV.